A) {
  "formula": "C5H14NO2",
  "method": "ωB97M-V/def2-TZVPD",
  "orbital_gap_ev": 6.155,
  "e_lumo_ev": 3.691,
  "total_charge": -1,
  "symbols": ["C", "O", "C", "C", "C", "C", "N", "H", "H", "H", "H", "H", "H", "H", "H", "H", "H", "H", "H", "H", "H", "O"],
  "xyz": [[0.48, -2.10, -0.16], [0.58, -2.64, -1.39], [-0.17, -0.69, -0.17], [0.73, 0.30, -0.90], [2.00, 0.69, -0.09], [-0.05, 1.57, -1.24], [-0.49, -0.18, 1.17], [-0.10, -2.75, 0.57], [1.47, -1.98, 0.37], [-1.11, -0.79, -0.72], [1.05, -0.16, -1.82], [2.75, 1.04, -0.78], [1.79, 1.53, 0.56], [2.35, -0.16, 0.49], [-0.48, 1.53, -2.25], [0.58, 2.46, -1.18], [-0.90, 1.76, -0.57], [0.36, 0.06, 1.67], [-0.94, -0.94, 1.69], [-4.02, 0.25, 1.32], [-2.51, 0.62, 1.48], [-3.36, 0.58, 1.96]],
  "nbo_charge": [-0.017, -0.961, -0.075, -0.239, -0.623, -0.605, -0.893, 0.063, 0.061, 0.174, 0.236, 0.199, 0.182, 0.214, 0.196, 0.183, 0.205, 0.351, 0.360, 0.459, 0.503, -0.977]
}


B) {
  "formula": "C5H14NO2",
  "method": "ωB97M-V/def2-TZVPD",
  "orbital_gap_ev": 6.238,
  "e_lumo_ev": 3.742,
  "total_charge": -1,
  "symbols": ["C", "O", "C", "C", "C", "C", "N", "H", "H", "H", "H", "H", "H", "H", "H", "H", "H", "H", "H", "H", "H", "O"],
  "xyz": [[1.76, 0.05, 1.03], [2.60, -0.19, 0.04], [0.21, -0.73, 0.91], [0.04, -0.95, -0.54], [0.04, 0.34, -1.37], [-1.19, -1.93, -0.79], [-0.80, 0.16, 1.50], [2.06, -0.38, 2.01], [1.40, 1.09, 1.19], [0.45, -1.54, 1.56], [0.95, -1.45, -0.95], [-0.97, 0.73, -1.65], [0.65, 1.20, -1.08], [0.46, 0.16, -2.36], [-1.60, -2.17, 0.20], [-1.03, -2.78, -1.45], [-1.99, -1.33, -1.25], [-1.34, 0.48, 0.69], [-0.39, 1.05, 1.79], [-1.70, 2.12, -1.30], [-1.97, 2.18, 0.36], [-1.96, 2.59, -0.52]],
  "nbo_charge": [0.028, -0.920, -0.130, -0.265, -0.597, -0.620, -0.858, 0.069, 0.039, 0.174, 0.256, 0.127, 0.247, 0.206, 0.213, 0.196, 0.180, 0.322, 0.337, 0.490, 0.490, -0.984]
}


C) {
  "formula": "C5H14NO2",
  "method": "ωB97M-V/def2-TZVPD",
  "orbital_gap_ev": 6.028,
  "e_lumo_ev": 3.604,
  "total_charge": -1,
  "symbols": ["C", "N", "C", "C", "C", "C", "O", "H", "H", "H", "H", "H", "H", "H", "H", "H", "H", "H", "H", "H", "H", "O"],
  "xyz": [[-0.98, -1.16, 1.35], [-1.20, -0.02, 0.50], [-2.17, -0.42, -0.52], [0.69, 0.41, -1.15], [-0.17, 0.94, 0.01], [0.60, 1.75, 1.09], [1.20, 2.78, 0.45], [-0.44, -0.81, 2.23], [-0.45, -1.97, 0.76], [-1.81, -1.73, 1.83], [-2.69, 0.50, -0.81], [-1.72, -0.99, -1.40], [-2.88, -1.16, -0.21], [1.38, -0.31, -0.74], [0.09, -0.22, -1.86], [1.13, 1.27, -1.65], [-0.76, 1.75, -0.47], [-0.10, 2.05, 1.88], [1.38, 1.02, 1.49], [2.54, -1.70, -0.50], [3.22, -0.51, -1.08], [3.15, -1.46, -1.20]],
  "nbo_charge": [-0.409, -0.467, -0.408, -0.633, -0.063, -0.015, -0.968, 0.207, 0.131, 0.179, 0.196, 0.145, 0.179, 0.159, 0.182, 0.246, 0.181, 0.102, 0.052, 0.466, 0.482, -0.943]
}


D) {
  "formula": "C5H14NO2",
  "method": "ωB97M-V/def2-TZVPD",
  "orbital_gap_ev": 7.156,
  "e_lumo_ev": 3.829,
  "total_charge": -1,
  "symbols": ["C", "C", "C", "C", "N", "C", "O", "H", "H", "H", "H", "H", "H", "H", "H", "H", "H", "H", "H", "H", "H", "O"],
  "xyz": [[0.26, -1.83, -1.45], [-0.13, -0.64, -0.51], [1.10, 0.25, -0.23], [2.03, -0.18, 0.94], [-1.20, 0.07, -1.22], [-2.18, 0.77, -0.35], [-1.68, 1.83, 0.33], [0.58, -2.71, -0.90], [-0.59, -2.11, -2.07], [1.07, -1.50, -2.11], [-0.47, -1.04, 0.45], [1.80, 0.26, -1.07], [0.66, 1.24, -0.07], [2.00, 0.59, 1.72], [3.05, -0.36, 0.60], [1.75, -1.13, 1.41], [-0.77, 0.72, -1.88], [-2.97, 1.00, -1.14], [-2.44, 0.04, 0.44], [-1.06, 1.90, 1.78], [-0.24, 0.97, 2.66], [-0.56, 1.87, 2.66]],
  "nbo_charge": [-0.615, -0.043, -0.444, -0.622, -0.691, 0.132, -0.965, 0.184, 0.217, 0.182, 0.181, 0.172, 0.264, 0.220, 0.188, 0.189, 0.339, 0.088, 0.098, 0.517, 0.435, -1.026]
}


Stability ranking, top and bottom: D) is the most stable and C) is the least stable.


A) {
  "formula": "C5H14NO2",
  "method": "ωB97M-V/def2-TZVPD",
  "orbital_gap_ev": 7.607,
  "e_lumo_ev": 3.788,
  "total_charge": -1,
  "symbols": ["C", "O", "C", "C", "C", "C", "N", "H", "H", "H", "H", "H", "H", "H", "H", "H", "H", "H", "H", "H", "H", "O"],
  "xyz": [[0.62, 1.72, -0.73], [1.16, 2.41, 0.32], [0.95, 0.09, -0.56], [0.18, -0.92, -1.52], [-1.33, -0.92, -1.22], [-1.89, -1.42, 0.14], [-0.75, -2.04, 0.85], [-0.53, 1.76, -0.68], [1.03, 2.20, -1.61], [2.04, 0.00, -0.50], [0.57, -0.13, 0.45], [0.56, -0.76, -2.59], [0.50, -2.04, -1.44], [-1.98, -1.52, -1.86], [-1.66, 0.00, -1.49], [-2.17, -0.57, 0.88], [-2.86, -1.89, 0.04], [-0.56, -1.33, 1.50], [0.07, -2.40, 0.31], [1.79, 0.58, 2.20], [1.04, 1.76, 1.22], [0.88, 1.00, 2.29]],
  "nbo_charge": [-0.022, -0.827, -0.483, -0.404, -0.439, -0.204, -0.879, 0.106, 0.138, 0.190, 0.250, 0.203, 0.165, 0.186, 0.204, 0.181, 0.164, 0.393, 0.368, 0.408, 0.484, -1.182]
}


B) {
  "formula": "C5H14NO2",
  "method": "ωB97M-V/def2-TZVPD",
  "orbital_gap_ev": 7.556,
  "e_lumo_ev": 4.043,
  "total_charge": -1,
  "symbols": ["C", "N", "C", "C", "C", "O", "C", "H", "H", "H", "H", "H", "H", "H", "H", "H", "H", "H", "H", "H", "H", "O"],
  "xyz": [[-1.33, -0.97, -0.23], [-0.53, -0.13, -1.15], [-0.44, 1.29, -0.74], [0.01, 1.82, 0.69], [0.67, 0.95, 1.76], [1.84, 0.38, 1.31], [-1.24, -2.46, -0.68], [-1.04, -0.84, 0.80], [-2.40, -0.73, -0.35], [0.45, -0.43, -1.15], [0.44, 1.61, -1.28], [-1.36, 1.75, -1.11], [0.71, 2.65, 0.59], [-0.94, 2.26, 1.06], [0.84, 1.57, 2.68], [0.06, 0.13, 2.24], [-1.74, -2.53, -1.65], [-0.19, -2.65, -0.93], [-1.57, -3.06, 0.18], [2.14, 0.27, 0.05], [3.07, -0.83, -1.15], [2.54, -0.06, -0.94]],
  "nbo_charge": [-0.212, -0.660, -0.237, -0.450, -0.027, -0.898, -0.623, 0.180, 0.152, 0.402, 0.213, 0.163, 0.197, 0.169, 0.104, 0.103, 0.200, 0.208, 0.198, 0.506, 0.451, -1.139]
}


Stability ranking, top and bottom: B) is the most stable and A) is the least stable.


A) {
  "formula": "C4H9NO2S",
  "method": "ωB97M-V/def2-TZVPD",
  "orbital_gap_ev": 3.915,
  "e_lumo_ev": -3.702,
  "symbols": ["C", "N", "C", "O", "O", "C", "C", "S", "H", "H", "H", "H", "H", "H", "H", "H", "H"],
  "xyz": [[0.24, -0.17, 0.78], [0.01, 1.21, 0.48], [1.31, 1.91, 0.01], [1.21, 3.14, -0.34], [1.89, 0.85, -1.18], [-0.08, -1.21, -0.26], [-1.56, -1.21, -0.34], [-2.39, -1.98, 1.11], [-0.41, -0.33, 1.67], [1.37, -0.22, 1.19], [-0.67, 1.42, -0.20], [2.07, 1.70, 0.71], [0.40, -0.94, -1.21], [0.33, -2.18, 0.03], [2.01, 1.58, -1.80], [-2.10, -1.52, -1.24], [-3.63, -2.05, 0.60]],
  "nbo_charge": [-0.219, -0.584, 0.528, -0.733, -0.918, -0.584, -0.008, 0.193, 0.189, 0.238, 0.362, 0.100, 0.306, 0.284, 0.470, 0.228, 0.147]
}


B) {
  "formula": "C4H9NO2S",
  "method": "ωB97M-V/def2-TZVPD",
  "orbital_gap_ev": 9.770,
  "e_lumo_ev": 0.642,
  "smiles": "O=C(CCS)NCO",
  "symbols": ["O", "C", "N", "C", "O", "C", "C", "S", "H", "H", "H", "H", "H", "H", "H", "H", "H"],
  "xyz": [[1.67, -1.39, 0.61], [0.82, -0.53, 0.52], [0.80, 0.50, 1.44], [-0.01, 1.68, 1.35], [-1.36, 1.44, 1.77], [-0.27, -0.56, -0.53], [0.03, -1.54, -1.66], [-0.02, -0.82, -3.31], [1.60, 0.47, 2.06], [-0.08, 2.09, 0.35], [0.43, 2.43, 2.01], [-1.26, 0.90, 2.57], [-0.47, 0.46, -0.87], [-1.19, -0.77, 0.03], [1.04, -1.86, -1.52], [-0.60, -2.41, -1.61], [-1.13, -0.08, -3.22]],
  "nbo_charge": [-0.611, 0.696, -0.657, 0.083, -0.719, -0.530, -0.524, -0.035, 0.412, 0.178, 0.173, 0.467, 0.228, 0.251, 0.256, 0.219, 0.112]
}


C) {
  "formula": "C4H9NO2S",
  "method": "ωB97M-V/def2-TZVPD",
  "orbital_gap_ev": 9.394,
  "e_lumo_ev": 0.531,
  "smiles": "C=C(N)CS(C)(=O)=O",
  "symbols": ["C", "C", "C", "C", "N", "O", "O", "S", "H", "H", "H", "H", "H", "H", "H", "H", "H"],
  "xyz": [[-1.29, -0.78, -1.38], [-0.87, 0.06, 1.31], [0.34, 0.45, 0.53], [1.45, -0.37, 0.77], [0.43, 1.69, -0.17], [-3.20, -0.66, 0.47], [-2.40, 1.36, -0.50], [-2.03, 0.05, -0.07], [-1.84, -1.76, -1.49], [-0.34, -1.03, -1.00], [-0.75, -0.94, 1.69], [-1.06, 0.66, 2.28], [1.37, -1.28, 1.38], [2.27, -0.34, 0.12], [-1.22, -0.13, -2.50], [-0.54, 2.20, -0.09], [0.63, 1.69, -1.11]],
  "nbo_charge": [-0.943, -0.708, 0.135, -0.463, -0.825, -0.954, -0.964, 2.169, 0.282, 0.266, 0.259, 0.288, 0.195, 0.195, 0.286, 0.404, 0.380]
}


D) {
  "formula": "C4H9NO2S",
  "method": "ωB97M-V/def2-TZVPD",
  "orbital_gap_ev": 9.660,
  "e_lumo_ev": 0.626,
  "smiles": "CCSC(=O)N(C)O",
  "symbols": ["C", "C", "C", "C", "H", "H", "H", "H", "H", "H", "H", "H", "H", "N", "O", "O", "S"],
  "xyz": [[-2.64, 0.20, 0.80], [-2.19, -0.31, -0.67], [0.57, 0.15, -0.58], [2.74, 0.64, 0.23], [-3.45, 1.17, 0.67], [-3.34, -0.66, 1.24], [-1.75, 0.63, 1.47], [-2.87, -0.95, -1.33], [-1.83, 0.45, -1.28], [2.48, 1.57, -0.42], [2.32, 0.57, 1.29], [3.81, 0.37, 0.22], [2.50, -2.18, -0.47], [1.88, -0.27, -0.45], [0.27, 1.29, -0.64], [2.19, -1.52, 0.28], [-0.70, -1.15, -0.35]],
  "nbo_charge": [-0.646, -0.583, 0.534, -0.436, 0.207, 0.226, 0.247, 0.245, 0.240, 0.238, 0.197, 0.219, 0.485, -0.200, -0.590, -0.578, 0.194]
}


Stability ranking, top and bottom: B) is the most stable and A) is the least stable.


A) {
  "formula": "C4H8O2",
  "method": "ωB97M-V/def2-TZVPD",
  "orbital_gap_ev": 11.638,
  "e_lumo_ev": 1.025,
  "smiles": "CCCOC=O",
  "symbols": ["C", "C", "C", "O", "C", "O", "H", "H", "H", "H", "H", "H", "H", "H"],
  "xyz": [[-2.03, -0.02, -0.10], [-0.69, 0.53, 0.37], [0.43, 0.11, -0.54], [1.67, 0.53, -0.02], [2.53, -0.48, 0.44], [2.29, -1.49, 1.04], [-2.01, -1.12, -0.13], [-2.84, 0.28, 0.57], [-2.27, 0.33, -1.11], [-0.45, 0.17, 1.38], [-0.71, 1.63, 0.43], [0.47, -0.98, -0.63], [0.30, 0.52, -1.56], [3.30, -0.01, -0.14]],
  "nbo_charge": [-0.610, -0.419, -0.071, -0.555, 0.647, -0.533, 0.206, 0.216, 0.202, 0.210, 0.203, 0.179, 0.181, 0.144]
}


B) {
  "formula": "C4H8O2",
  "method": "ωB97M-V/def2-TZVPD",
  "orbital_gap_ev": 10.691,
  "e_lumo_ev": 0.716,
  "smiles": "CC=O.CC=O",
  "symbols": ["O", "C", "C", "H", "H", "H", "H", "O", "C", "C", "H", "H", "H", "H"],
  "xyz": [[0.93, 4.69, 1.56], [1.34, 5.43, 0.66], [0.79, 5.41, -0.67], [2.01, 6.31, 0.77], [-0.32, 5.74, -0.86], [0.66, 4.41, -1.06], [1.27, 6.09, -1.34], [0.44, -6.17, -0.80], [-0.27, -5.24, -0.33], [-1.42, -5.49, 0.56], [0.06, -4.18, -0.62], [-1.37, -6.44, 1.08], [-2.28, -5.86, -0.06], [-1.84, -4.70, 1.10]],
  "nbo_charge": [-0.512, 0.418, -0.749, 0.111, 0.260, 0.251, 0.221, -0.536, 0.410, -0.749, 0.130, 0.255, 0.257, 0.232]
}


Stability ranking, top and bottom: A) is the most stable and B) is the least stable.


A) {
  "formula": "C4H8O2",
  "method": "ωB97M-V/def2-TZVPD",
  "orbital_gap_ev": 10.758,
  "e_lumo_ev": 0.985,
  "smiles": "CCOCC=O",
  "symbols": ["C", "C", "O", "C", "C", "O", "H", "H", "H", "H", "H", "H", "H", "H"],
  "xyz": [[0.35, 1.81, 0.95], [0.35, 0.87, -0.24], [0.76, -0.39, 0.25], [0.32, -1.50, -0.49], [-1.18, -1.65, -0.36], [-1.91, -2.02, -1.25], [1.18, 1.51, 1.60], [-0.58, 1.72, 1.53], [0.49, 2.85, 0.67], [-0.65, 0.81, -0.70], [1.04, 1.22, -1.03], [0.80, -2.37, -0.02], [0.61, -1.47, -1.55], [-1.57, -1.39, 0.65]],
  "nbo_charge": [-0.627, -0.068, -0.531, -0.171, 0.409, -0.507, 0.224, 0.209, 0.213, 0.167, 0.171, 0.215, 0.188, 0.109]
}


B) {
  "formula": "C4H8O2",
  "method": "ωB97M-V/def2-TZVPD",
  "orbital_gap_ev": [7.852, 7.925],
  "e_lumo_ev": [-0.274, -0.222],
  "symbols": ["C", "O", "C", "C", "O", "C", "H", "H", "H", "H", "H", "H", "H", "H"],
  "xyz": [[-1.92, 0.01, -0.43], [-1.34, -0.09, 0.74], [-0.39, -0.98, 0.94], [0.95, -0.20, -0.59], [1.70, -1.05, -1.03], [1.46, 1.09, 0.03], [-2.56, 0.87, -0.54], [-0.14, -0.09, -1.00], [-2.09, -0.90, -1.00], [0.01, -0.95, 1.95], [-0.48, -1.94, 0.44], [2.21, 0.86, 0.79], [0.65, 1.68, 0.47], [1.95, 1.68, -0.76]],
  "nbo_charge": [-0.114, -0.350, -0.141, 0.384, -0.587, -0.719, 0.192, 0.107, 0.178, 0.194, 0.182, 0.230, 0.212, 0.232]
}


Stability ranking, top and bottom: A) is the most stable and B) is the least stable.


A) {
  "formula": "C4H8O2",
  "method": "ωB97M-V/def2-TZVPD",
  "orbital_gap_ev": [8.130, 7.674],
  "e_lumo_ev": [0.598, 0.146],
  "symbols": ["C", "O", "C", "C", "C", "O", "H", "H", "H", "H", "H", "H", "H", "H"],
  "xyz": [[-1.60, -0.72, 0.25], [-1.09, -0.60, -0.93], [-0.29, 0.35, -1.37], [0.54, 1.13, -0.40], [1.60, 0.07, -0.26], [1.55, -0.86, 0.52], [-1.49, 0.09, 0.96], [-0.29, -0.77, 2.50], [-2.22, -1.58, 0.42], [0.01, 0.18, -2.39], [0.05, 1.38, 0.54], [0.92, 2.05, -0.86], [2.39, 0.11, -1.04], [0.30, -0.78, 2.05]],
  "nbo_charge": [-0.061, -0.346, 0.033, -0.575, 0.405, -0.553, 0.160, -0.065, 0.179, 0.186, 0.234, 0.239, 0.116, 0.049]
}


B) {
  "formula": "C4H8O2",
  "method": "ωB97M-V/def2-TZVPD",
  "orbital_gap_ev": 8.918,
  "e_lumo_ev": 0.141,
  "symbols": ["C", "O", "C", "C", "C", "O", "H", "H", "H", "H", "H", "H", "H", "H"],
  "xyz": [[1.21, 1.32, 0.20], [0.51, -0.38, -0.60], [0.14, -1.33, 0.43], [-1.20, -0.65, 0.69], [-0.92, 0.21, -0.58], [-0.77, 1.49, -0.52], [1.52, 1.87, -0.68], [1.97, 0.63, 0.58], [0.75, 1.92, 0.97], [0.88, -1.35, 1.24], [0.07, -2.34, 0.01], [-1.20, -0.02, 1.58], [-2.09, -1.28, 0.68], [-1.44, -0.18, -1.48]],
  "nbo_charge": [-0.177, -0.501, -0.082, -0.506, 0.415, -0.701, 0.216, 0.174, 0.211, 0.183, 0.191, 0.215, 0.213, 0.148]
}


Stability ranking, top and bottom: B) is the most stable and A) is the least stable.